# C10H18NO

A molecular structure, C10H18NO in a non-equilibrium geometry (ωB97M-V/def2-TZVPD, the OMol25 dataset).

```
30
Properties=species:S:1:pos:R:3:nbo_charge:R:1
C 1.07 1.58 0.30 -0.19
C 0.06 0.76 0.05 0.05
C 2.52 1.16 0.54 -0.42
C 2.72 -0.09 -0.34 -0.39
C -2.07 -1.16 0.59 -0.40
C 1.85 -1.24 0.18 -0.49
C -0.65 -1.64 0.81 -0.45
C -2.18 0.41 0.81 -0.25
C 0.40 -1.16 -0.22 0.44
C -1.80 1.20 -1.48 -0.42
N -1.28 1.15 -0.05 -0.42
O 0.07 -1.40 -1.55 -0.73
H 0.97 2.62 0.27 0.20
H 3.09 2.09 0.12 0.23
H 2.69 1.06 1.55 0.23
H 2.40 0.31 -1.25 0.20
H 3.75 -0.55 -0.38 0.24
H -2.25 -1.31 -0.51 0.22
H -2.57 -1.75 1.23 0.24
H 2.20 -2.16 -0.13 0.23
H 2.09 -1.23 1.27 0.24
H -0.42 -1.38 1.74 0.21
H -0.50 -2.69 0.93 0.23
H -3.29 0.66 0.77 0.25
H -2.06 0.52 1.92 0.24
H -1.29 2.05 -1.98 0.24
H -1.33 0.44 -2.09 0.26
H -2.90 1.17 -1.45 0.24
H -1.36 2.16 0.43 0.44
H 0.77 -1.26 -2.22 0.50
```

## Properties
LUMO (eV): -2.9
Net charge: +1
Maximum force (eV Å⁻¹): 5.78
HOMO-LUMO gap (eV): 10.0700
Energy relative to the best compared isomer or geometry (same formula, charge and spin) (kJ/mol): 342.64

---

# C52H50BrCaGe2N2O3PTe

A molecular structure, C52H50BrCaGe2N2O3PTe in a non-equilibrium geometry (ωB97M-V/def2-TZVPD, the OMol25 dataset).

```
113
Properties=species:S:1:pos:R:3:mulliken_charge:R:1
Ca -1.36 -0.42 -0.14 1.90
Br 1.18 3.15 6.59 -0.21
C 0.29 2.27 5.26 0.07
C 0.83 2.27 3.95 -1.04
C 0.17 1.61 2.93 -0.49
C -0.96 0.79 3.24 -0.58
C -1.55 0.90 4.50 -0.07
C -0.95 1.66 5.53 -0.79
N -1.44 -0.13 2.30 1.38
C -1.99 -1.24 2.77 -0.68
C -2.72 -2.18 2.01 0.47
C -3.48 -3.11 2.72 -1.11
C -3.97 -4.24 2.06 -0.33
C -3.60 -4.44 0.70 -0.99
C -2.80 -3.46 0.11 -0.58
N -2.48 -2.30 0.72 -0.06
H 1.75 2.84 3.73 0.45
H 0.52 1.66 1.92 0.67
H -2.46 0.32 4.73 0.44
H -1.33 1.77 6.54 0.41
H -1.93 -1.59 3.83 0.19
H -3.62 -2.99 3.79 0.43
H -4.61 -4.93 2.59 0.39
H -3.97 -5.26 0.13 0.45
H -2.53 -3.60 -0.92 0.45
C -4.32 2.34 1.32 -1.89
Ge -2.84 2.42 -0.07 1.02
C -3.87 3.32 -1.55 0.04
C -4.15 4.67 -1.45 -0.24
C -4.78 5.39 -2.48 -0.71
C -5.13 4.67 -3.64 -0.43
C -4.91 3.30 -3.72 -0.40
C -4.42 2.60 -2.64 -0.53
C -1.77 3.96 0.66 0.50
C -1.97 4.34 1.94 0.16
C -1.13 5.27 2.62 -0.80
C -0.04 5.78 1.96 -0.99
C 0.23 5.38 0.63 1.20
C 1.37 5.88 -0.02 -0.78
C 1.64 5.55 -1.34 -0.62
C 0.76 4.68 -2.03 -0.82
C -0.35 4.15 -1.42 -0.75
C -0.69 4.51 -0.07 -0.04
H -4.74 3.33 1.39 0.56
H -3.99 1.96 2.28 0.33
H -5.14 1.76 0.95 0.47
H -3.87 5.24 -0.52 0.17
H -4.85 6.49 -2.41 0.34
H -5.59 5.16 -4.46 0.41
H -5.19 2.73 -4.60 0.36
H -4.39 1.50 -2.63 0.29
H -2.69 3.80 2.57 0.19
H -1.32 5.41 3.66 0.49
H 0.65 6.46 2.47 0.29
H 2.04 6.59 0.47 0.35
H 2.58 5.86 -1.79 0.34
H 0.94 4.42 -3.08 0.37
H -0.95 3.44 -1.95 0.52
C -1.85 1.41 -5.80 -1.15
C -1.68 0.02 -5.26 -0.08
O -0.66 0.26 -4.22 0.09
P -0.23 -0.78 -3.09 0.41
O -1.41 -1.17 -2.21 -1.14
Te 1.67 0.27 -1.72 0.19
O 0.29 -2.13 -3.80 -0.32
C 1.57 -2.16 -4.56 0.08
C 1.43 -2.86 -5.90 -1.50
H -2.34 1.30 -6.77 0.42
H -0.92 1.97 -5.97 0.30
H -2.52 1.99 -5.18 0.13
H -1.33 -0.66 -6.03 0.21
H -2.59 -0.37 -4.79 0.32
H 2.31 -2.76 -4.00 0.12
H 1.90 -1.14 -4.67 0.54
H 2.07 -3.72 -5.81 0.43
H 1.87 -2.15 -6.65 0.33
H 0.43 -3.16 -6.18 0.28
C 1.45 -0.61 0.15 -0.58
Ge 2.62 -2.05 0.58 1.61
C 2.55 -2.22 2.50 -0.10
C 3.68 -1.89 3.31 -0.45
C 3.61 -2.12 4.68 -0.65
C 2.48 -2.70 5.30 -0.64
C 1.33 -2.94 4.51 -0.67
C 1.38 -2.65 3.15 -0.12
C 2.18 -3.79 -0.15 0.02
C 1.99 -4.94 0.59 0.08
C 1.47 -6.09 -0.02 -0.65
C 1.00 -6.06 -1.33 -0.71
C 1.13 -4.85 -2.08 -0.22
C 1.71 -3.75 -1.47 0.56
C 4.57 -1.98 0.23 -0.23
C 5.22 -0.83 -0.30 -0.26
C 6.62 -0.74 -0.38 -0.80
C 7.40 -1.74 0.15 -0.27
C 6.81 -2.88 0.70 -0.72
C 5.40 -2.99 0.67 0.02
H 1.40 0.16 0.90 -0.21
H 4.61 -1.47 2.92 0.32
H 4.47 -1.99 5.30 0.45
H 2.51 -2.93 6.36 0.38
H 0.42 -3.36 4.93 0.41
H 0.50 -2.85 2.56 0.64
H 2.38 -4.99 1.60 0.41
H 1.39 -7.05 0.54 0.33
H 0.62 -6.97 -1.84 0.34
H 0.68 -4.79 -3.06 0.44
H 1.77 -2.75 -1.95 -0.97
H 4.62 -0.04 -0.71 0.12
H 7.04 0.18 -0.74 0.38
H 8.50 -1.65 0.14 0.31
H 7.45 -3.62 1.20 0.35
H 4.95 -3.94 0.99 0.22
```

## Properties
Spin multiplicity: 2
LUMO (spin up / spin down) (eV): 1.9 / 1.9
Net charge: -1
Maximum force (eV Å⁻¹): 2.97
HOMO-LUMO gap (spin up / spin down) (eV): 4.8882 / 6.1066

---

# C20H25BeCl5F12KMgN6O8

A molecular structure, C20H25BeCl5F12KMgN6O8 in a non-equilibrium geometry (ωB97M-V/def2-TZVPD, the OMol25 dataset).

```
79
Properties=species:S:1:pos:R:3:mulliken_charge:R:1
N 2.83 2.64 1.86 -0.44
C 3.04 2.81 0.46 0.80
N 2.88 4.28 0.16 -0.08
N 4.41 2.48 0.17 -0.58
C 2.00 2.07 -0.43 -1.11
N 1.69 0.71 0.04 -0.48
C 0.29 0.52 0.48 0.43
O 0.10 -0.30 1.29 -0.39
O -0.82 1.22 -0.05 -0.11
N -1.44 1.98 1.00 -0.63
C -1.29 3.19 0.76 0.93
O -0.87 4.24 0.57 -0.30
H 3.51 2.01 2.26 0.26
H 1.89 2.36 2.10 0.20
H 3.59 4.80 0.69 -0.04
H 3.18 4.37 -0.84 0.38
H 4.71 1.61 0.59 0.28
H 4.65 2.53 -0.81 0.21
H 2.44 1.98 -1.46 0.42
H 1.13 2.73 -0.54 0.46
H 1.91 0.06 -0.72 0.35
K 0.77 -0.06 -2.14 0.92
C 3.68 6.85 3.36 0.04
Cl 4.15 8.46 3.83 -0.01
Cl 2.19 6.90 2.38 -0.16
Cl 4.97 6.02 2.49 -0.11
H 3.47 6.28 4.26 0.28
F 6.11 8.50 2.58 -0.66
C 0.60 -3.88 1.73 -0.55
C 1.95 -4.36 2.23 -0.33
O 2.06 -5.77 2.36 -0.36
C 2.30 -6.57 1.23 0.15
O 3.30 -6.18 0.49 -0.58
C 1.03 -6.79 0.33 0.69
F -0.08 -6.90 1.08 -0.26
F 1.14 -7.96 -0.34 -0.29
F 0.81 -5.84 -0.57 -0.08
H -0.22 -4.44 2.19 0.25
H 0.47 -2.82 1.97 0.25
H 0.51 -3.97 0.65 0.02
H 2.07 -3.99 3.25 0.35
H 2.77 -3.94 1.65 0.26
H 2.41 -7.58 1.70 0.29
Be 1.65 5.28 -1.23 0.42
C -5.39 5.79 2.52 -0.76
C -5.22 4.35 3.04 0.81
C -4.73 3.29 2.05 0.88
F -5.59 3.12 1.03 -0.24
F -4.63 2.09 2.67 -0.26
F -6.37 3.95 3.62 -0.26
F -4.29 4.40 4.04 -0.32
O -6.69 6.21 2.16 -0.40
C -7.19 5.97 0.90 0.81
C -8.42 5.06 0.94 0.19
F -8.12 3.87 1.49 -0.22
F -8.85 4.83 -0.32 -0.25
F -6.23 5.49 0.09 -0.28
F -7.56 7.16 0.39 -0.30
H -5.13 6.43 3.36 0.44
H -4.66 6.03 1.74 0.36
H -3.75 3.55 1.65 -0.50
H -9.22 5.53 1.51 0.25
C 0.65 -8.46 -4.20 -0.86
C 1.32 -8.45 -5.44 -0.83
C 1.90 -7.28 -5.92 -0.31
C 1.81 -6.13 -5.15 0.00
C 1.15 -6.11 -3.92 0.31
C 0.57 -7.30 -3.46 -0.11
N 2.47 -4.91 -5.68 1.06
O 3.01 -5.01 -6.76 -0.62
O 2.43 -3.91 -5.01 -0.54
H 0.21 -9.38 -3.83 0.51
H 1.39 -9.37 -6.03 0.61
H 2.42 -7.27 -6.87 0.47
H 1.05 -5.17 -3.20 -0.34
H 0.06 -7.30 -2.51 0.55
Cl 0.90 -3.82 -2.16 -0.58
Mg 3.03 -9.38 -4.19 0.91
Cl -0.27 6.60 -1.61 -0.32
```

## Properties
LUMO (eV): -7.3
Net charge: +1
Maximum force (eV Å⁻¹): 4.30
HOMO-LUMO gap (eV): 0.8576

---

# C4H6N2O2

C4H6N2O2 in the gas phase in a non-equilibrium geometry (ωB97M-V/def2-TZVPD, the OMol25 dataset).

```
14
Properties=species:S:1:pos:R:3:nbo_charge:R:1
C 0.15 -1.87 -0.03 -0.09
C -0.84 -0.82 -0.11 0.17
C -0.17 0.37 -0.04 0.09
C -0.53 1.84 0.03 -0.66
N 1.30 -1.43 0.23 -0.25
N 1.36 -0.14 0.27 0.08
O -2.15 -0.90 -0.39 -0.67
O 2.33 0.61 -0.24 -0.52
H -0.12 -2.93 0.19 0.20
H -0.04 2.30 -0.73 0.22
H -1.54 1.79 -0.35 0.24
H -0.29 2.33 0.94 0.23
H -2.62 -1.56 0.05 0.48
H 3.16 0.41 0.20 0.48
```

## Properties
LUMO (eV): 0.7
Maximum force (eV Å⁻¹): 8.27
SMILES: Cc1c(O)cnn1O
HOMO-LUMO gap (eV): 9.2766
Energy relative to the best compared isomer or geometry (same formula, charge and spin) (kJ/mol): 472.00

---

# C2H2N4O2

C2H2N4O2 in the gas phase in a non-equilibrium geometry (ωB97M-V/def2-TZVPD, the OMol25 dataset).

```
10
Properties=species:S:1:pos:R:3:nbo_charge:R:1
C -0.19 -0.12 0.24 0.35
C 0.77 0.91 0.15 0.09
H -3.24 0.20 -0.71 0.49
H 0.54 1.98 0.27 0.24
N -1.32 0.33 0.09 -0.13
N 2.02 0.79 0.04 -0.24
N 2.26 -0.57 -0.26 -0.02
N 1.55 -1.54 -0.20 0.17
O -2.58 -0.55 -0.17 -0.56
O 0.18 -1.42 0.54 -0.39
```

## Properties
LUMO (eV): -1.0
Maximum force (eV Å⁻¹): 6.87
SMILES: O/N=c1/cnnno1
HOMO-LUMO gap (eV): 9.5105
Energy relative to the best compared isomer or geometry (same formula, charge and spin) (kJ/mol): 810.52